(1)
DFT (ωB97M-V with the def2-TZVPD basis set) results for a cluster of 5 separate species, C26H57O4P in total at a distorted geometry.

Values from the calculation:
Max |F| ... 3.35 eV/Å
2S+1 ... 1
Lowest unoccupied orbital energy ... -0.0091 hartree
E_HOMO ... -4.295 eV
Orbital gap ... 4.05 eV
DFT total energy ... -1666.90930 a.u.

CARTESIAN COORDINATES (ANGSTROEM)
C (7.748, -2.199, 0.691)
C (6.871, -3.475, 0.584)
C (5.396, -3.241, 0.987)
C (4.733, -2.073, 0.194)
P (2.966, -1.883, 0.295)
C (2.415, -3.456, -0.604)
C (1.826, -4.495, 0.400)
C (1.152, -5.731, -0.285)
C (2.212, -6.828, -0.578)
C (2.628, -1.979, 2.138)
C (3.120, -0.671, 2.723)
C (2.369, -0.180, 4.003)
C (2.983, 1.133, 4.515)
C (2.771, -0.264, -0.565)
C (3.397, -0.063, -2.002)
C (2.760, -1.101, -2.956)
C (3.219, -0.848, -4.401)
H (7.387, -1.489, -0.053)
H (8.757, -2.467, 0.378)
H (7.791, -1.835, 1.718)
H (7.196, -4.257, 1.270)
H (6.855, -3.960, -0.393)
H (5.261, -3.020, 2.046)
H (4.861, -4.170, 0.790)
H (4.955, -2.156, -0.870)
H (5.182, -1.126, 0.494)
H (3.041, -3.886, -1.386)
H (1.622, -3.073, -1.246)
H (0.981, -4.047, 0.923)
H (2.603, -4.870, 1.066)
H (0.658, -5.344, -1.176)
H (0.352, -6.141, 0.332)
H (3.051, -6.420, -1.141)
H (1.636, -7.490, -1.224)
H (2.606, -7.326, 0.308)
H (3.127, -2.879, 2.495)
H (1.540, -2.034, 2.167)
H (3.048, 0.132, 1.989)
H (4.189, -0.734, 2.925)
H (2.406, -1.066, 4.638)
H (1.382, 0.165, 3.694)
H (3.101, 1.767, 3.637)
H (3.937, 0.921, 4.999)
H (2.217, 1.447, 5.224)
H (3.103, 0.561, 0.065)
H (1.689, -0.133, -0.597)
H (4.465, -0.221, -1.853)
H (3.220, 1.007, -2.107)
H (1.672, -1.043, -2.912)
H (3.009, -2.144, -2.758)
H (3.421, 0.178, -4.711)
H (2.481, -1.142, -5.147)
H (4.011, -1.477, -4.808)
C (-3.416, -1.086, -1.141)
O (-2.323, -1.287, -0.357)
H (-4.344, -0.696, -0.723)
H (-3.211, -0.175, -1.703)
H (-3.639, -1.781, -1.951)
C (-9.235, 2.511, -0.541)
C (-10.356, 3.306, -1.139)
O (-10.974, 2.866, -2.091)
C (-10.931, 4.449, -0.389)
H (-9.734, 1.889, 0.202)
H (-8.529, 3.215, -0.100)
H (-8.708, 1.870, -1.248)
H (-10.113, 5.106, -0.095)
H (-11.175, 4.038, 0.590)
H (-11.727, 4.980, -0.911)
C (-4.445, 4.052, -3.355)
C (-3.400, 5.129, -3.631)
O (-3.707, 6.213, -4.042)
C (-1.897, 4.788, -3.392)
H (-4.270, 3.142, -3.930)
H (-5.473, 4.352, -3.555)
H (-4.573, 3.693, -2.334)
H (-1.672, 3.782, -3.746)
H (-1.694, 4.978, -2.338)
H (-1.306, 5.544, -3.910)
C (-2.448, 4.864, 2.616)
C (-3.581, 4.640, 3.636)
O (-3.745, 5.522, 4.497)
C (-4.403, 3.397, 3.515)
H (-2.768, 5.260, 1.652)
H (-2.097, 3.842, 2.477)
H (-1.647, 5.446, 3.073)
H (-5.218, 3.653, 2.838)
H (-4.717, 3.101, 4.516)
H (-3.905, 2.522, 3.097)


(2)
DFT (ωB97M-V with the def2-TZVPD basis set) results for a structure of composition C40H45ClIrN4O2 at a distorted geometry.

Values from the calculation:
Max |F| ... 1.83 eV/Å
2S+1 ... 1
Lowest unoccupied orbital energy (spin up / spin down) ... -0.1597 / -0.1571 hartree
E_HOMO (spin up / spin down) ... -10.831 / -10.782 eV
Total charge ... +1
Orbital gap (spin up / spin down) ... 6.49 / 6.51 eV
DFT total energy ... -2485.13304 a.u.

CARTESIAN COORDINATES (ANGSTROEM)
Ir (-0.006, -0.225, 0.036)
C (-4.375, -2.693, -2.136)
C (-3.701, -2.125, -0.882)
C (-3.979, -0.656, -0.673)
C (-5.244, -0.256, -0.252)
C (-5.522, 1.071, 0.023)
C (-4.530, 2.030, -0.121)
C (-3.262, 1.681, -0.557)
C (-2.215, 2.742, -0.785)
C (-2.243, 3.286, -2.217)
C (-2.999, 0.331, -0.842)
N (-1.699, -0.030, -1.278)
C (-1.454, -0.445, -2.489)
C (-0.182, -0.917, -2.801)
C (0.371, -1.472, -3.964)
C (1.674, -1.831, -3.643)
C (1.868, -1.481, -2.299)
N (0.766, -0.913, -1.800)
H (-4.259, -3.776, -2.168)
H (-3.936, -2.283, -3.048)
H (-5.440, -2.465, -2.143)
H (-2.627, -2.308, -0.928)
H (-4.079, -2.663, -0.010)
H (-6.014, -1.007, -0.122)
H (-6.512, 1.358, 0.353)
H (-4.749, 3.069, 0.100)
H (-1.220, 2.337, -0.586)
H (-2.378, 3.564, -0.083)
H (-2.029, 2.497, -2.940)
H (-1.493, 4.068, -2.336)
H (-3.222, 3.704, -2.453)
H (-2.235, -0.419, -3.246)
H (-0.137, -1.602, -4.906)
H (2.402, -2.301, -4.282)
H (2.758, -1.638, -1.709)
C (4.710, 3.007, 4.325)
C (5.105, 2.187, 3.095)
C (5.884, 0.943, 3.552)
C (6.002, 3.055, 2.197)
C (3.895, 1.741, 2.296)
C (4.055, 1.107, 1.060)
C (2.950, 0.733, 0.331)
N (1.701, 0.950, 0.759)
C (1.519, 1.531, 1.952)
C (2.588, 1.936, 2.731)
C (0.113, 1.655, 2.387)
C (-0.311, 2.536, 3.365)
C (-1.635, 2.528, 3.801)
C (-2.489, 1.606, 3.198)
C (-2.018, 0.791, 2.189)
N (-0.751, 0.827, 1.785)
C (-2.152, 3.493, 4.853)
C (-2.960, 4.583, 4.124)
C (-3.075, 2.761, 5.840)
C (-1.012, 4.153, 5.634)
H (5.614, 3.356, 4.824)
H (4.147, 2.410, 5.044)
H (4.122, 3.885, 4.051)
H (6.749, 1.252, 4.139)
H (6.242, 0.360, 2.702)
H (5.260, 0.297, 4.172)
H (6.848, 3.427, 2.776)
H (5.453, 3.913, 1.806)
H (6.404, 2.493, 1.354)
H (5.033, 0.891, 0.657)
H (3.055, 0.278, -0.643)
H (2.387, 2.378, 3.695)
H (0.400, 3.230, 3.787)
H (-3.524, 1.518, 3.492)
H (-2.669, 0.087, 1.687)
H (-3.770, 4.141, 3.541)
H (-2.323, 5.157, 3.449)
H (-3.396, 5.266, 4.854)
H (-4.017, 2.471, 5.374)
H (-3.313, 3.424, 6.671)
H (-2.598, 1.866, 6.243)
H (-0.422, 4.820, 5.003)
H (-0.351, 3.405, 6.078)
H (-1.428, 4.753, 6.442)
Cl (-0.337, -7.189, 5.170)
C (-0.112, -5.706, 4.315)
C (0.601, -4.673, 4.906)
C (0.771, -3.483, 4.223)
C (0.228, -3.323, 2.954)
C (-0.477, -4.371, 2.366)
C (-0.648, -5.565, 3.042)
C (0.405, -2.020, 2.240)
O (1.147, -1.141, 2.653)
O (-0.302, -1.922, 1.142)
H (1.015, -4.810, 5.896)
H (1.328, -2.669, 4.667)
H (-0.885, -4.238, 1.374)
H (-1.193, -6.381, 2.589)


(3)
DFT (ωB97M-V with the def2-TZVPD basis set) results for a cluster of 9 separate species, H18N2O10 in total at a distorted geometry.

Values from the calculation:
Max |F| ... 8.87 eV/Å
2S+1 ... 1
Lowest unoccupied orbital energy ... -0.0380 hartree
E_HOMO ... -7.879 eV
Orbital gap ... 6.85 eV
DFT total energy ... -872.43486 a.u.

CARTESIAN COORDINATES (ANGSTROEM)
N (-17.299, -24.846, 15.066)
H (-16.752, -25.211, 14.444)
H (-18.000, -24.192, 14.590)
H (-16.593, -24.299, 15.535)
H (-17.865, -25.666, 15.710)
N (-20.241, -22.987, 15.188)
O (-20.381, -23.938, 16.008)
O (-19.936, -23.295, 14.044)
O (-20.916, -21.872, 15.300)
O (-16.092, -24.713, 17.990)
H (-15.202, -24.660, 17.790)
H (-16.389, -25.648, 18.120)
O (-14.735, -26.601, 13.818)
H (-14.644, -26.210, 14.621)
H (-14.153, -27.337, 13.891)
O (-18.812, -25.024, 12.019)
H (-19.323, -25.630, 11.456)
H (-19.468, -24.588, 12.606)
O (-15.456, -23.548, 13.145)
H (-15.862, -23.988, 12.158)
H (-14.663, -24.070, 13.320)
O (-17.457, -27.934, 13.101)
H (-16.886, -28.671, 13.382)
H (-17.076, -27.343, 12.554)
O (-17.074, -21.933, 16.037)
H (-17.104, -21.423, 15.242)
H (-17.772, -21.491, 16.497)
O (-14.012, -24.922, 16.197)
H (-13.754, -25.731, 16.441)
H (-13.424, -24.333, 15.479)


(4)
DFT (ωB97M-V with the def2-TZVPD basis set) results for a structure of composition C36H40N2SbSe4Tc at a distorted geometry.

Values from the calculation:
Expectation value of S² ... 0.807
Max |F| ... 2.08 eV/Å
2S+1 ... 2
Lowest unoccupied orbital energy (spin up / spin down) ... 0.0320 / 0.0194 hartree
E_HOMO (spin up / spin down) ... -3.957 / -3.830 eV
Total charge ... -1
Orbital gap (spin up / spin down) ... 4.83 / 4.36 eV
DFT total energy ... -11432.24802 a.u.

CARTESIAN COORDINATES (ANGSTROEM)
Tc (-0.222, 0.529, 0.013)
C (2.509, -2.934, -0.568)
C (2.329, -2.179, -1.887)
C (0.852, -1.986, -2.221)
C (3.083, -0.865, -1.907)
C (4.083, -0.722, -2.859)
C (4.839, 0.430, -2.950)
C (4.582, 1.473, -2.083)
C (3.588, 1.381, -1.122)
C (3.330, 2.587, -0.248)
C (4.546, 2.942, 0.608)
C (2.932, 3.786, -1.116)
C (2.832, 0.197, -1.022)
N (1.835, 0.100, -0.027)
C (2.228, -0.115, 1.234)
C (1.248, -0.134, 2.260)
N (-0.037, 0.010, 1.917)
C (-1.025, 0.186, 2.918)
C (-1.902, -0.851, 3.284)
C (-2.915, -0.559, 4.192)
C (-3.060, 0.695, 4.746)
C (-2.160, 1.688, 4.424)
C (-1.132, 1.455, 3.525)
C (-0.149, 2.576, 3.259)
C (-0.865, 3.836, 2.773)
C (0.658, 2.889, 4.524)
C (-1.765, -2.305, 2.871)
C (-1.550, -2.551, 1.384)
C (-0.654, -2.965, 3.695)
C (1.892, -0.373, 3.528)
C (1.486, -0.492, 4.838)
C (2.464, -0.760, 5.810)
C (3.796, -0.918, 5.513)
C (4.243, -0.810, 4.174)
C (5.563, -0.964, 3.684)
C (5.810, -0.844, 2.337)
C (4.812, -0.559, 1.389)
C (3.519, -0.389, 1.832)
C (3.269, -0.530, 3.223)
H (2.067, -3.926, -0.643)
H (2.031, -2.417, 0.261)
H (3.567, -3.039, -0.328)
H (2.758, -2.805, -2.680)
H (0.361, -1.391, -1.439)
H (0.335, -2.943, -2.277)
H (0.729, -1.461, -3.167)
H (4.276, -1.540, -3.539)
H (5.623, 0.514, -3.688)
H (5.164, 2.380, -2.152)
H (2.500, 2.370, 0.436)
H (5.374, 3.267, -0.021)
H (4.877, 2.089, 1.198)
H (4.294, 3.755, 1.286)
H (3.791, 4.181, -1.653)
H (2.519, 4.579, -0.496)
H (2.178, 3.503, -1.850)
H (-3.602, -1.346, 4.476)
H (-3.863, 0.899, 5.436)
H (-2.259, 2.662, 4.872)
H (0.559, 2.273, 2.474)
H (-1.530, 4.238, 3.530)
H (-1.469, 3.615, 1.895)
H (-0.133, 4.596, 2.502)
H (-0.001, 3.248, 5.310)
H (1.397, 3.661, 4.314)
H (1.181, 2.009, 4.893)
H (-2.711, -2.793, 3.132)
H (-0.600, -2.138, 1.040)
H (-2.367, -2.106, 0.816)
H (-1.536, -3.620, 1.171)
H (0.320, -2.558, 3.433)
H (-0.636, -4.040, 3.516)
H (-0.816, -2.791, 4.758)
H (0.450, -0.391, 5.128)
H (2.140, -0.847, 6.839)
H (4.508, -1.133, 6.299)
H (6.368, -1.184, 4.371)
H (6.822, -0.972, 1.978)
H (5.080, -0.483, 0.345)
Se (-3.944, 3.368, -3.004)
Sb (-3.123, 2.650, -0.849)
Se (-2.232, 0.039, -0.903)
Se (-0.366, 2.720, -0.578)
Se (-4.380, 3.166, 1.151)